1.
The following is a quantum chemistry calculation of C4H9NO as an isolated structure at a distorted geometry, from the OMol25 dataset.

The geometry in ORCA input format:
```
! RIJCOSX wB97M-V def2-TZVPD def2/J DEFGRID3
* xyz 0 1
C 0.4395 1.4339 0.4846
C -0.3717 0.9310 1.5772
C -0.6689 -0.4569 1.6647
C -1.1151 -1.0844 0.4614
N -1.4304 -2.4587 0.5926
O -1.2898 -0.5558 -0.6368
H 0.8515 2.4163 0.6144
H 1.1167 0.7346 0.0258
H -0.7112 1.2777 0.2718
H -0.7850 1.5587 2.3603
H 3.8485 1.5229 -5.3543
H 3.1449 1.5648 -5.4775
H -0.7171 -1.0167 2.5833
H -0.7546 -2.9757 1.1443
H -1.5572 -2.8918 -0.3116
*
```

As for the energy above the lowest of the compared OMol25 structures with the same formula, charge and spin: 436.8 kJ/mol. The molecular weight is 87.12 u. The LUMO energy is 0.24 eV. Its largest force on an atom is 4.3 eV/Å.

These are the Mulliken partial charges, in e, on atoms 1 to 2: atom 1 (C): -0.640, atom 2 (C): -0.067

2.
The following is a quantum chemistry calculation of C43H31BrN2NaO4P2S as an isolated structure at a distorted geometry, from the OMol25 dataset.

The geometry in ORCA input format:
```
! RIJCOSX wB97M-V def2-TZVPD def2/J DEFGRID3
* xyz -1 1
Na 1.3917 1.2524 -0.3176
O -2.9189 -1.6625 0.6727
S -1.7214 -1.3213 -0.1736
C -2.3969 -0.4424 -1.6150
C -2.9469 -1.1362 -2.6869
C -3.6809 -0.4585 -3.6488
C -3.8825 0.9055 -3.5195
C -3.2986 1.6011 -2.4680
C -2.5142 0.9632 -1.5080
P -1.3734 1.9082 -0.3353
C -1.4835 3.5647 -1.1485
C -0.5704 3.8181 -2.1731
C -0.6245 4.9898 -2.9111
C -1.5917 5.9458 -2.6231
C -2.4928 5.7172 -1.5924
C -2.4409 4.5325 -0.8617
C -2.4786 2.1649 1.1202
C -2.0767 3.0721 2.1067
C -2.8599 3.2907 3.2290
C -4.0557 2.5977 3.3943
C -4.4566 1.6887 2.4295
C -3.6735 1.4725 1.2990
C -1.1892 -2.8509 -0.9309
C -2.1536 -3.8412 -1.0527
C -1.8125 -5.0615 -1.6128
C -0.5051 -5.2690 -2.0263
C 0.4609 -4.2847 -1.8462
C 0.1595 -3.0452 -1.2720
P 1.4516 -1.6543 -0.9798
C 2.8699 -2.5767 -1.7112
C 3.1235 -2.3665 -3.0667
C 4.1422 -3.0465 -3.7175
C 4.9394 -3.9413 -3.0138
C 4.7085 -4.1429 -1.6605
C 3.6804 -3.4645 -1.0118
C 1.7187 -2.0091 0.8533
C 1.0877 -3.0676 1.5157
C 1.3408 -3.3426 2.8545
C 2.2320 -2.5621 3.5758
C 2.8547 -1.4969 2.9429
C 2.6025 -1.2234 1.6043
H -2.8123 -2.2051 -2.7757
H -4.0978 -1.0005 -4.4903
H -4.4726 1.4408 -4.2551
H -3.4326 2.6739 -2.4132
H 0.2055 3.0918 -2.3847
H 0.0949 5.1630 -3.7018
H -1.6351 6.8660 -3.1926
H -3.2438 6.4609 -1.3526
H -3.1578 4.3666 -0.0674
H -1.1394 3.6042 1.9797
H -2.5340 4.0007 3.9795
H -4.6615 2.7589 4.2777
H -5.3784 1.1310 2.5537
H -4.0002 0.7492 0.5628
H -3.1556 -3.6420 -0.6903
H -2.5571 -5.8409 -1.7221
H -0.2226 -6.2175 -2.4687
H 1.4789 -4.5016 -2.1388
H 2.5189 -1.6489 -3.6125
H 4.3262 -2.8639 -4.7694
H 5.7461 -4.4631 -3.5137
H 5.3350 -4.8257 -1.0986
H 3.5155 -3.6363 0.0443
H 0.3824 -3.7014 0.9948
H 0.8276 -4.1700 3.3327
H 2.4308 -2.7771 4.6198
H 3.5433 -0.8627 3.4875
H 3.1193 -0.3976 1.1336
Br -0.9523 -0.5767 3.8227
C 0.4261 0.7280 3.8344
C 1.1317 0.9563 5.0050
C 2.1540 1.8929 4.9547
C 2.4211 2.5464 3.7629
C 1.6216 2.2638 2.6638
N 0.6402 1.3563 2.7019
C 1.8788 2.9491 1.3174
O 3.0540 3.2359 1.0731
O 0.8714 3.1036 0.5650
H 0.8871 0.4141 5.9067
H 2.7468 2.0946 5.8391
H 3.2292 3.2560 3.6485
O 5.6198 0.2911 -1.3627
C 4.4338 0.3483 -1.1674
N 3.2482 0.3703 -0.9967
*
```

As for the energy above the lowest of the compared OMol25 structures with the same formula, charge and spin: 106.6 kJ/mol. The molecular weight is 836.64 u. The LUMO energy is 2.19 eV. Its largest force on an atom is 1.5 eV/Å.

These are the Mulliken partial charges, in e, on atoms 1 to 2: atom 1 (Na): 0.944, atom 2 (O): -0.817

3.
The following is a quantum chemistry calculation of C48H43N2O4P2PdS as an isolated structure at a distorted geometry, from the OMol25 dataset.

The geometry in ORCA input format:
```
! RIJCOSX wB97M-V def2-TZVPD def2/J DEFGRID3
* xyz 1 1
Pd 0.9355 -0.8060 -0.0555
C 3.4116 -1.2946 -2.4298
P 1.6077 -0.9376 -2.4379
C 1.3435 0.3612 -3.6511
C 0.4285 0.2060 -4.6890
C 0.1833 1.2688 -5.5424
C 0.8183 2.4872 -5.3415
C 1.7295 2.6414 -4.3039
C 1.9874 1.5841 -3.4516
C 0.8414 -2.4418 -3.1108
C -0.4261 -2.7862 -2.6420
C -1.0271 -3.9651 -3.0487
C -0.3587 -4.8144 -3.9181
C 0.8945 -4.4685 -4.4025
C 1.4943 -3.2830 -4.0084
C 3.9731 -0.8027 -1.1454
C 5.2821 -0.5193 -0.7648
C 5.2507 -0.1738 0.5927
C 3.9229 -0.2566 1.0047
C 3.2883 -0.0410 2.3263
P 1.4962 0.3287 2.0501
C 0.7075 -0.5150 3.4447
C 0.8920 -1.8974 3.5336
C 0.3397 -2.6017 4.5865
C -0.3974 -1.9310 5.5550
C -0.6107 -0.5657 5.4489
C -0.0786 0.1463 4.3848
C 1.3158 2.1035 2.3481
C 1.7976 2.6829 3.5207
C 1.6148 4.0374 3.7368
C 0.9604 4.8136 2.7872
C 0.4882 4.2384 1.6179
C 0.6639 2.8810 1.3937
N 3.1654 -0.6261 -0.0674
H 3.9078 -0.8566 -3.2955
H 3.5087 -2.3836 -2.4758
H -0.0906 -0.7342 -4.8223
H -0.5165 1.1495 -6.3584
H 0.5954 3.3235 -5.9901
H 2.2196 3.5927 -4.1473
H 2.6722 1.7029 -2.6183
H -0.9368 -2.1372 -1.9436
H -2.0078 -4.2289 -2.6756
H -0.8100 -5.7516 -4.2157
H 1.4083 -5.1309 -5.0860
H 2.4668 -3.0216 -4.4062
H 6.1413 -0.5759 -1.4127
H 6.0857 0.0788 1.2247
H 3.7694 0.7643 2.8818
H 3.3438 -0.9489 2.9324
H 1.4497 -2.4168 2.7640
H 0.4759 -3.6731 4.6509
H -0.8242 -2.4802 6.3834
H -1.2003 -0.0490 6.1938
H -0.2736 1.2060 4.2927
H 2.2961 2.0764 4.2669
H 1.9803 4.4895 4.6487
H 0.8223 5.8722 2.9617
H -0.0138 4.8459 0.8763
H 0.3011 2.4187 0.4812
C 0.9186 -2.8108 0.3074
C 0.9195 -4.0103 0.4436
C 0.9991 -5.4136 0.6850
C 0.3832 -6.3418 -0.1569
C 0.4626 -7.6926 0.1331
C 1.1483 -8.1299 1.2580
C 1.7819 -7.2130 2.0863
C 1.7144 -5.8620 1.8020
H -0.1498 -5.9928 -1.0314
H -0.0127 -8.4102 -0.5224
H 1.1911 -9.1853 1.4900
H 2.3334 -7.5501 2.9537
H 2.2034 -5.1350 2.4373
C -3.7269 7.4246 -0.8068
C -3.8693 6.0888 -0.1347
C -2.8071 5.5137 0.5592
C -2.9468 4.2833 1.1816
C -4.1669 3.6335 1.1113
C -5.2400 4.1801 0.4258
C -5.0848 5.4080 -0.1945
S -4.3406 2.0216 1.8333
O -5.7330 1.6992 1.8631
O -3.5471 1.9104 3.0226
N -3.5891 1.0448 0.7305
C -3.6788 1.2473 -0.7046
C -2.7835 0.2592 -1.4650
C -1.4030 0.1685 -0.8365
O -0.4297 0.7636 -1.3503
O -1.2791 -0.5293 0.2153
H -2.6855 7.7363 -0.8610
H -4.2766 8.1861 -0.2507
H -4.1426 7.3938 -1.8137
H -1.8610 6.0390 0.6103
H -2.1299 3.8243 1.7252
H -6.1745 3.6362 0.3952
H -5.9141 5.8466 -0.7352
H -2.7769 0.5561 1.0784
H -3.3907 2.2695 -0.9807
H -4.7184 1.1078 -1.0128
H -2.6741 0.5847 -2.4970
H -3.2293 -0.7353 -1.4262
*
```

The molecular weight is 912.32 u. The LUMO energy (alpha / beta) is -5.48 / -5.47 eV. Its largest force on an atom is 2.5 eV/Å.

These are the Mulliken partial charges, in e, on atoms 1 to 2: atom 1 (Pd): 0.723, atom 2 (C): -0.797

4.
The following is a quantum chemistry calculation of one molecule with the formula C21H19N5O4 at a distorted geometry, from the OMol25 dataset.

The geometry in ORCA input format:
```
! RIJCOSX wB97M-V def2-TZVPD def2/J DEFGRID3
* xyz 0 1
O 2.3476 2.7893 2.3066
O -5.3667 -2.8705 -3.0315
O 2.9324 -0.6434 -0.4660
O -5.3600 1.4255 -2.4657
C 2.6411 1.8233 2.9892
C -4.6970 -1.7807 -3.0451
C 2.8213 0.3886 0.1770
C -4.8896 0.3723 -2.7494
C 2.7457 -1.8538 5.5738
C 3.5195 -2.2982 4.5169
C 1.0815 1.1889 -2.4699
C 2.1397 -0.5662 5.5413
C 3.6396 -1.5775 3.3854
C -0.0423 1.1720 -3.3486
C -0.3839 1.2926 -0.5625
C 0.9460 1.3202 -1.0712
C 2.5999 0.2730 4.5333
C 3.3489 -0.2833 3.5096
C -1.2924 1.1380 -2.8004
C -1.4927 1.1060 -1.4138
N -5.5515 -0.7260 -3.1483
N 2.0256 1.3854 -0.2185
N 2.1900 1.5782 4.2976
N 3.4318 0.7684 2.5841
N -3.4201 -1.3984 -2.5974
C -2.3216 -2.2987 -2.7747
C 3.9073 0.6144 1.1690
C -2.5193 0.8653 -3.6305
C -2.8727 0.7207 -1.1364
C -3.4035 0.0835 -2.5104
H 2.6686 -2.5714 6.3666
H 3.6813 -3.3374 4.5354
H 2.0489 1.3134 -2.9209
H 1.4385 -0.2047 6.2744
H 4.0515 -2.0609 2.5158
H -0.0279 1.2008 -4.4146
H -0.4700 1.2016 0.5212
H -6.4558 -0.8750 -2.8052
H 2.0011 2.1201 0.5439
H 1.2356 1.7616 4.3818
H -1.3447 -1.7959 -2.5510
H -2.2739 -3.1864 -2.1265
H -2.3321 -2.7520 -3.7976
H 4.1480 1.6651 0.6634
H 4.7075 -0.1034 1.2128
H -2.4517 0.2098 -4.4798
H -3.1137 1.8140 -3.7884
H -2.7880 -0.0422 -0.3401
H -3.4278 1.6337 -0.9346
*
```

As for the energy above the lowest of the compared OMol25 structures with the same formula, charge and spin: 265.0 kJ/mol. The molecular weight is 405.41 u. The LUMO energy is 0.36 eV. Its largest force on an atom is 5.8 eV/Å. As for the SMILES: CN1C(=O)NC(=O)[C@]12Cc1ccc(NC(=O)Cn3c(=O)[nH]c4ccccc43)cc1C2.

These are the Mulliken partial charges, in e, on atoms 1 to 2: atom 1 (O): -0.713, atom 2 (O): -0.696